# 1
2 unconnected molecules or ions with the total composition C22H38F3N2O7PS, computed with ωB97M-V with the def2-TZVPD basis set.

Values from the calculation:
Maximum force   11.37 eV Å⁻¹
Orbital gap   8.28 eV
DFT total energy   -69009.3675 eV
Charge   0
Lowest unoccupied orbital energy   -0.01349 hartree

Each line ends with the Mulliken charge.
Element x y z (Å)
C (-3.6298, 4.4066, -6.0679)  -0.856
C (-4.9548, 4.2069, -5.1089)  -0.358
C (-5.1105, 5.3838, -3.9531)  -0.716
C (-3.8921, 5.2982, -2.8590)  -0.485
C (-4.1866, 4.2104, -1.6231)  -0.532
C (-2.6612, 3.7912, -1.0778)  -0.100
C (-2.7663, 2.6683, 0.1519)  -0.793
C (-1.5267, 2.7637, 1.2297)  -0.841
C (-0.1360, 2.0461, 0.7782)  1.104
P (1.0656, 3.5248, 0.5284)  0.375
O (1.3695, 4.3861, 2.0521)  -0.588
O (0.3876, 4.7648, -0.5485)  -0.483
S (2.7673, 3.0007, -0.3403)  -0.349
C (-0.2802, 1.3901, -0.7495)  -0.194
O (0.0288, 1.8947, -1.9434)  -0.574
O (-0.7929, 0.0312, -0.3709)  -0.399
C (-0.7004, -0.3211, 1.0861)  -0.493
N (-0.5269, -1.8054, 1.0729)  -0.361
C (0.0091, -2.3956, 2.3475)  -0.003
C (1.1526, -3.5244, 1.8805)  -0.460
C (2.5893, -3.2799, 2.6749)  -0.850
C (0.4214, 0.7170, 1.6308)  1.504
C (0.2736, 1.1336, 3.2467)  -0.816
C (-1.0205, 0.4678, 3.9883)  -0.945
N (1.8963, 0.4092, 1.5998)  -0.714
C (2.2913, -0.3502, 0.5408)  0.639
O (2.4841, -1.0189, -0.6253)  -0.506
H (-3.1921, 5.5113, -6.0262)  0.240
H (-3.9379, 4.1429, -7.1812)  0.293
H (-2.8089, 3.6056, -5.7704)  0.202
H (-4.9920, 3.1501, -4.6073)  0.221
H (-5.9051, 4.3013, -5.8003)  0.318
H (-6.1848, 5.3484, -3.4401)  0.271
H (-5.0464, 6.4300, -4.5173)  0.301
H (-3.7350, 6.3781, -2.3834)  0.309
H (-2.8742, 5.0606, -3.4213)  0.247
H (-4.8032, 3.2842, -1.9876)  0.224
H (-4.6869, 4.8342, -0.7686)  0.307
H (-2.1008, 3.3913, -2.0235)  0.258
H (-2.2204, 4.7715, -0.6154)  -0.029
H (-3.7388, 3.0015, 0.7616)  0.380
H (-3.0039, 1.5853, -0.2314)  0.263
H (-1.2861, 3.9285, 1.3391)  0.432
H (-1.9678, 2.4391, 2.2628)  0.232
H (2.1681, 3.9886, 2.5187)  0.362
H (0.2768, 5.6308, -0.0343)  0.333
H (-1.8407, -0.1985, 1.3925)  0.191
H (-1.5024, -2.2015, 0.9160)  0.400
H (-0.8691, -2.9939, 2.8616)  0.314
H (0.5777, -1.6631, 3.0574)  -0.067
H (1.3936, -3.3037, 0.7325)  0.167
H (0.7586, -4.6241, 1.9446)  0.309
H (3.2650, -2.4598, 2.1389)  0.190
H (2.4502, -3.0813, 3.8248)  0.282
H (3.1924, -4.3013, 2.5663)  0.222
H (0.3046, 2.3248, 3.3017)  0.371
H (1.2542, 0.7785, 3.8244)  0.400
H (-2.0464, 0.5903, 3.4103)  0.226
H (-1.1721, 1.0805, 5.0023)  0.338
H (-0.8588, -0.6568, 4.3481)  0.288
C (6.2877, -6.3309, -1.0684)  -1.074
C (6.4483, -7.1319, 0.2100)  -0.218
O (5.1967, -7.2218, 0.9076)  -0.305
C (4.3380, -8.2036, 0.4834)  0.372
O (4.5858, -8.9787, -0.4358)  -0.514
C (3.0730, -8.2173, 1.3407)  0.825
F (2.5796, -6.9673, 1.5748)  -0.198
F (3.2902, -8.7751, 2.5664)  -0.251
F (2.0539, -8.9252, 0.7762)  -0.245
H (5.8537, -5.3486, -0.8550)  0.281
H (7.2536, -6.1918, -1.5622)  0.372
H (5.6102, -6.8332, -1.7658)  0.309
H (7.1484, -6.6195, 0.8782)  0.328
H (6.8615, -8.1280, 0.0139)  0.315

# 2
A molecular structure, C22H38F5PtSSi2, computed with ωB97M-V with the def2-TZVPD basis set.

Values from the calculation:
Maximum force   4.22 eV Å⁻¹
Orbital gap (alpha / beta)   5.66 / 5.66 eV
Relative energy (zero: lowest compared OMol25 entry of this formula, charge and spin)   45.0 kcal/mol
DFT total energy   -66846.9239 eV
Charge   +1
Lowest unoccupied orbital energy (alpha / beta)   -0.22934 / -0.22934 hartree

Each line ends with the Mulliken charge.
Element x y z (Å)
Pt (0.2256, -0.1692, 0.0456)  0.345
F (4.0301, 0.6884, 5.8470)  -0.282
C (3.4440, 0.1040, 4.8200)  0.683
C (2.2125, 0.5622, 4.3716)  0.037
F (1.6428, 1.6126, 4.9475)  -0.327
C (1.5936, -0.0746, 3.3151)  0.115
F (0.4017, 0.3722, 2.9050)  -0.424
C (2.1860, -1.1465, 2.6406)  0.008
S (1.4656, -1.9353, 1.2681)  -0.239
C (3.4262, -1.5836, 3.1142)  0.515
F (4.0289, -2.5995, 2.5068)  -0.351
C (4.0500, -0.9735, 4.1871)  0.297
F (5.2225, -1.4164, 4.6129)  -0.280
C (-3.6112, -3.1458, 0.6403)  -1.053
Si (-2.4357, -2.1061, -0.4073)  0.109
C (-3.3586, -1.2202, -1.8009)  -0.900
C (-1.0612, -3.2340, -1.0617)  -0.865
C (-1.6702, -0.7169, 0.6828)  -1.058
H (-4.1435, -3.8524, 0.0032)  0.328
H (-4.3574, -2.5422, 1.1568)  0.352
H (-3.0737, -3.7229, 1.3929)  0.326
H (-3.8681, -1.9537, -2.4257)  0.388
H (-2.6965, -0.6390, -2.4428)  0.211
H (-4.1169, -0.5469, -1.4002)  0.336
H (-1.4785, -3.9317, -1.7891)  0.402
H (-0.6282, -3.8265, -0.2546)  0.318
H (-0.2502, -2.6902, -1.5505)  0.149
H (-1.5549, -1.0942, 1.6996)  0.621
H (-2.2952, 0.1803, 0.6819)  0.566
C (-0.0785, 3.5361, -1.2695)  -1.803
C (0.3939, 2.4942, -2.2705)  2.407
C (-0.7817, 1.6400, -2.7307)  -1.889
C (1.1629, 3.1256, -3.4118)  -1.594
Si (1.6578, 1.2032, -1.2514)  -1.705
C (2.6411, 0.0647, -2.5532)  2.706
C (3.8433, 0.7967, -3.1479)  -1.787
C (3.1219, -1.1823, -1.7964)  -1.491
C (1.7172, -0.4202, -3.6714)  -1.832
C (2.8269, 2.2509, -0.0461)  2.528
C (3.8741, 1.2845, 0.5263)  -1.752
C (2.0077, 2.8199, 1.1244)  -1.732
C (3.5556, 3.3891, -0.7597)  -1.716
H (-0.8859, 4.1207, -1.7240)  0.620
H (0.7094, 4.2381, -1.0070)  0.331
H (-0.4795, 3.0816, -0.3625)  0.265
H (-1.5350, 2.2820, -3.2004)  0.591
H (-1.2580, 1.1387, -1.8782)  0.343
H (-0.4936, 0.8916, -3.4642)  0.265
H (0.5319, 3.8910, -3.8782)  0.557
H (1.4249, 2.4099, -4.1883)  0.263
H (2.0683, 3.6270, -3.0727)  0.313
H (4.6180, 0.9829, -2.4053)  0.347
H (3.5647, 1.7451, -3.6069)  0.304
H (4.2880, 0.1748, -3.9289)  0.572
H (3.7485, -0.9403, -0.9408)  0.248
H (3.7126, -1.8058, -2.4724)  0.589
H (2.2825, -1.7798, -1.4430)  0.165
H (1.4349, 0.3800, -4.3532)  0.326
H (0.8143, -0.8821, -3.2676)  0.206
H (2.2365, -1.1756, -4.2657)  0.591
H (3.4061, 0.4433, 1.0371)  0.196
H (4.5006, 1.8144, 1.2485)  0.662
H (4.5285, 0.8937, -0.2511)  0.316
H (1.2533, 2.1176, 1.4842)  0.194
H (1.4940, 3.7359, 0.8446)  0.360
H (2.6717, 3.0678, 1.9559)  0.525
H (4.1268, 3.0393, -1.6187)  0.320
H (4.2610, 3.8448, -0.0598)  0.552
H (2.8744, 4.1705, -1.0914)  0.310

# 3
A molecular structure, C22H38IrN4SSi4, computed with ωB97M-V with the def2-TZVPD basis set.

Values from the calculation:
Maximum force   1.32 eV Å⁻¹
Orbital gap   6.41 eV
DFT total energy   -74573.8429 eV
Charge   +1
Lowest unoccupied orbital energy   -0.15543 hartree

Each line ends with the Mulliken charge.
Element x y z (Å)
Ir (-0.3604, 0.2968, 1.5920)  2.098
N (-4.5651, 0.1261, 0.8744)  -0.303
C (-3.2749, 0.3914, 1.0456)  0.377
S (-2.3335, -0.7971, 1.9629)  -0.501
N (-2.7733, 1.4789, 0.5110)  -1.316
N (-1.4596, 1.6636, 0.7126)  0.333
C (-0.8738, 2.7728, 0.4020)  0.107
C (-1.6081, 3.8782, -0.2656)  -0.181
C (-2.1609, 3.6698, -1.5271)  -0.046
C (-2.8334, 4.6999, -2.1639)  -0.806
C (-2.9662, 5.9348, -1.5423)  -0.445
C (-2.4235, 6.1402, -0.2828)  -0.809
C (-1.7404, 5.1170, 0.3569)  -0.076
C (0.5424, 2.8713, 0.7720)  0.726
C (1.3292, 3.9766, 0.5050)  -0.341
C (2.6506, 3.9936, 0.9200)  -0.773
C (3.1615, 2.8963, 1.5891)  -0.515
C (2.3271, 1.8150, 1.8004)  -0.120
N (1.0565, 1.8017, 1.4057)  -0.306
H (-4.9709, -0.6747, 1.3246)  0.219
H (-5.1653, 0.8054, 0.4347)  0.249
H (-2.0718, 2.6992, -1.9969)  0.403
H (-3.2547, 4.5379, -3.1472)  0.420
H (-3.4934, 6.7382, -2.0393)  0.412
H (-2.5360, 7.0994, 0.2053)  0.403
H (-1.3140, 5.2722, 1.3403)  0.527
H (0.8946, 4.8122, -0.0252)  0.563
H (3.2764, 4.8527, 0.7187)  0.462
H (4.1860, 2.8703, 1.9305)  0.458
H (2.6782, 0.9201, 2.2953)  0.054
C (-2.4782, -2.0492, -1.6043)  -0.798
Si (-1.1446, -2.9987, -0.7018)  0.344
C (-0.2911, -4.0843, -1.9767)  -1.246
C (-1.8600, -4.1408, 0.5882)  -1.027
Si (0.4538, -1.4646, 0.2615)  -0.718
Si (1.6446, -0.6176, -1.5651)  0.354
C (2.7662, 0.8518, -1.2477)  -0.870
C (2.7443, -1.9986, -2.2161)  -1.088
C (0.3496, -0.1181, -2.8346)  -0.805
Si (1.5591, -2.7269, 1.9759)  0.144
C (2.0343, -4.2939, 1.0606)  -0.947
C (3.1117, -1.9232, 2.6333)  -1.193
C (0.4075, -3.1172, 3.3976)  -1.019
H (-3.3393, -2.7112, -1.7406)  0.409
H (-2.1289, -1.7496, -2.5924)  0.316
H (-2.8245, -1.1508, -1.0927)  0.091
H (-0.9919, -4.8616, -2.2983)  0.432
H (0.5969, -4.5844, -1.5924)  0.356
H (-0.0017, -3.5215, -2.8651)  0.299
H (-2.7456, -4.6430, 0.1864)  0.430
H (-2.1501, -3.6304, 1.5036)  0.275
H (-1.1377, -4.9180, 0.8465)  0.303
H (3.5011, 0.6496, -0.4642)  0.270
H (2.2200, 1.7606, -0.9809)  0.126
H (3.3172, 1.0661, -2.1680)  0.488
H (3.4991, -2.2675, -1.4712)  0.269
H (3.2814, -1.6652, -3.1089)  0.400
H (2.1793, -2.8905, -2.4792)  0.297
H (-0.4842, 0.4111, -2.3626)  0.021
H (-0.0569, -0.9875, -3.3527)  0.294
H (0.7816, 0.5454, -3.5890)  0.437
H (2.5967, -4.1008, 0.1441)  0.258
H (1.1515, -4.8798, 0.8071)  0.230
H (2.6658, -4.9036, 1.7140)  0.474
H (3.7508, -1.4983, 1.8563)  0.324
H (3.6925, -2.6926, 3.1514)  0.448
H (2.8868, -1.1482, 3.3705)  0.326
H (-0.2989, -3.9009, 3.1258)  0.295
H (-0.1643, -2.2408, 3.7125)  0.326
H (0.9829, -3.4649, 4.2602)  0.403

# 4
A molecular structure, C22H38LaN2O5PS, computed with ωB97M-V with the def2-TZVPD basis set.

Values from the calculation:
Maximum force   2.75 eV Å⁻¹
Orbital gap (alpha / beta)   6.76 / 6.41 eV
Relative energy (zero: lowest compared OMol25 entry of this formula, charge and spin)   20.1 kcal/mol
DFT total energy   -57626.5959 eV
Charge   +1
Lowest unoccupied orbital energy (alpha / beta)   -0.07430 / -0.09560 hartree
Multiplicity   2

Each line ends with the Mulliken charge.
Element x y z (Å)
La (0.3759, 0.0007, 0.5605)  1.639
C (-2.9829, -0.4288, -1.1423)  -0.553
C (-3.0363, 0.6772, -0.1289)  -0.817
O (-1.8670, 1.5085, -0.2170)  -0.049
C (-1.8929, 2.4459, -1.2878)  -0.580
C (-0.4858, 2.9165, -1.5313)  -0.919
O (0.3765, 1.7927, -1.7260)  -0.159
C (0.4803, 1.3892, -3.0838)  -0.647
C (1.1746, 0.0597, -3.1114)  -0.973
O (0.4782, -0.8950, -2.3144)  0.081
C (-0.6551, -1.4724, -2.9560)  -0.651
C (-1.4914, -2.1355, -1.8992)  -0.688
O (-1.8244, -1.2107, -0.8741)  -0.105
H (-2.9443, -0.0410, -2.1654)  0.314
H (-3.8797, -1.0497, -1.0566)  0.496
H (-3.0158, 0.2530, 0.8709)  0.012
H (-3.9447, 1.2725, -0.2468)  0.497
H (-2.5280, 3.2988, -1.0296)  0.453
H (-2.3132, 1.9848, -2.1863)  0.318
H (-0.0987, 3.4670, -0.6806)  0.256
H (-0.4615, 3.5750, -2.4035)  0.472
H (1.0611, 2.1203, -3.6535)  0.476
H (-0.5155, 1.3294, -3.5347)  0.405
H (2.1756, 0.1470, -2.6859)  0.329
H (1.2814, -0.2964, -4.1398)  0.375
H (-0.3311, -2.2060, -3.7011)  0.465
H (-1.2302, -0.7001, -3.4753)  0.393
H (-0.9358, -2.9408, -1.4221)  0.043
H (-2.3924, -2.5701, -2.3401)  0.466
S (2.8388, -0.2679, 3.4950)  -0.227
C (2.5290, 0.3459, 2.0193)  -0.161
C (3.1001, -3.1224, 1.3599)  -1.273
P (2.1117, -2.5096, -0.0437)  0.956
C (3.4223, -2.1925, -1.2767)  -1.381
C (1.4316, -4.0872, -0.6733)  -1.517
H (3.6920, -3.9869, 1.0515)  0.509
H (2.4524, -3.4045, 2.1905)  0.302
H (3.7546, -2.3311, 1.7173)  0.343
H (4.1309, -3.0230, -1.2923)  0.494
H (3.9710, -1.2824, -1.0256)  0.294
H (2.9877, -2.0821, -2.2705)  0.289
H (2.2150, -4.8470, -0.6959)  0.499
H (1.0475, -3.9655, -1.6877)  0.360
H (0.6226, -4.4426, -0.0331)  0.345
C (-1.0723, -0.2429, 4.3204)  -1.246
C (-1.3485, -1.1760, 3.1635)  0.658
C (-0.5302, -2.4501, 3.2352)  -1.115
O (-1.0767, -0.5103, 1.9220)  -0.269
H (-1.3728, -0.7037, 5.2643)  0.476
H (-1.6356, 0.6864, 4.2051)  0.289
H (-0.0065, -0.0049, 4.3767)  0.101
H (-2.4089, -1.4460, 3.1961)  0.233
H (0.5339, -2.2162, 3.3494)  0.021
H (-0.6764, -3.0505, 2.3316)  0.228
H (-0.8278, -3.0659, 4.0876)  0.509
N (0.6209, 3.9520, 3.0011)  -0.032
C (-0.0770, 3.2644, 2.0794)  -1.082
N (0.7090, 2.4447, 1.4014)  0.470
C (1.9729, 2.6269, 1.9261)  -0.658
C (3.1477, 1.7473, 1.6552)  0.707
C (4.3273, 2.2265, 2.4478)  -1.054
C (4.2638, 3.1931, 3.4096)  -0.388
C (3.0743, 3.8882, 3.7229)  -1.230
C (1.9454, 3.5470, 2.9303)  0.987
H (0.2313, 4.6188, 3.6455)  0.223
H (-1.1417, 3.3735, 1.9422)  0.546
H (3.3880, 1.7153, 0.5835)  0.164
H (5.2710, 1.7245, 2.2743)  0.448
H (5.1604, 3.4328, 3.9680)  0.395
H (3.0330, 4.6244, 4.5130)  0.438

Which of these has the highest DFT total energy?
C22H38LaN2O5PS